Entry 1:
DFT (ωB97M-V/def2-TZVPD) results for 4 unconnected molecules or ions with the total composition C21H52N4O4 in a non-equilibrium geometry.

Summary:
gap between HOMO and LUMO = 8.89 eV
HOMO level = -0.3052 Ha
ΔE to the lowest compared entry with this formula, charge and spin = 303.6 kJ/mol
structure (SMILES) = CC1(C)CCCC(C)(C)N1O.COC[C@H](C)N.COC[C@H](C)N.COC[C@H](C)N
E_LUMO = 0.0214 Ha

Last column: Mulliken charge in e.
Cartesian coordinates (Å):
C 0.68877 -0.59645 -3.18542  -1.60
C 1.85840 -1.58159 -2.80171  1.64
C 2.24690 -2.39391 -4.09228  -2.11
C 3.12960 -0.71599 -2.51941  -1.62
C 3.13493 -0.18068 -1.04390  0.04
C 3.00702 -1.45740 -0.05497  -1.60
C 1.79696 -2.28569 -0.26410  1.76
C 2.09509 -3.64854 0.43156  -1.97
C 0.70387 -1.50071 0.45301  -1.54
N 1.63301 -2.57450 -1.72278  0.43
O 0.53201 -3.34243 -1.96309  -0.48
H -0.27217 -1.01172 -2.88171  0.35
H 0.71661 -0.42946 -4.26219  0.43
H 0.87305 0.33105 -2.64331  0.25
H 3.01242 -3.15768 -3.95543  0.45
H 2.68524 -1.80999 -4.90160  0.44
H 1.34168 -2.85963 -4.48187  0.46
H 4.05827 -1.14938 -2.89071  0.46
H 3.13489 0.17859 -3.14215  0.48
H 2.33518 0.55519 -0.96014  -0.25
H 4.04815 0.36379 -0.80377  0.49
H 3.11267 -1.09478 0.96750  0.50
H 3.95495 -1.98090 -0.17932  0.41
H 2.33706 -3.55481 1.49022  0.39
H 1.41517 -4.49347 0.32257  0.34
H 3.03175 -4.08825 0.08888  0.46
H 0.46813 -0.61033 -0.12988  0.20
H -0.23405 -2.05512 0.42047  0.35
H 0.98235 -1.20209 1.46363  0.42
H 0.95111 -4.18888 -2.13471  0.36
C -0.76602 2.19032 0.95968  -0.50
O -1.52976 1.99645 -0.26150  -0.31
C -2.86791 1.58582 -0.09140  -0.96
C -3.41979 0.89365 -1.31197  1.05
C -3.62789 1.75758 -2.51139  -1.46
N -4.75959 0.40103 -1.15270  -0.78
H -1.36924 2.24889 1.86565  0.42
H -0.20665 3.10156 0.74787  0.06
H -0.01093 1.43455 1.17595  0.19
H -3.15479 1.05694 0.81749  0.36
H -3.39762 2.51461 0.12037  0.28
H -2.71051 0.07524 -1.43532  0.06
H -3.95718 1.21200 -3.39570  0.38
H -2.74313 2.36526 -2.70121  0.34
H -4.29377 2.57739 -2.24189  0.38
H -4.87188 -0.23302 -1.93083  0.29
H -4.91893 -0.17602 -0.33924  0.27
C 5.81498 6.99808 2.60971  -0.72
O 4.66438 6.47387 1.91739  -0.29
C 4.60797 5.04227 1.73661  -0.64
C 3.60573 4.68410 0.60229  0.59
C 2.18213 4.85053 1.00556  -1.51
N 3.76642 3.25723 0.20586  -0.47
H 5.59695 8.06572 2.58312  0.23
H 6.77768 6.68741 2.20374  0.29
H 5.79636 6.58135 3.61672  0.30
H 5.56675 4.71757 1.33236  0.32
H 4.45389 4.52750 2.68496  0.35
H 3.70696 5.25483 -0.32082  0.14
H 2.01829 5.77224 1.56388  0.41
H 1.94108 4.08744 1.74563  0.34
H 1.54343 4.95084 0.12800  0.36
H 4.65926 3.01033 -0.19662  0.17
H 3.02979 2.73000 -0.24077  0.14
C -3.57741 -5.80213 2.24473  -0.77
O -4.29672 -4.71586 1.65758  -0.34
C -4.06651 -3.46877 2.37493  -0.83
C -5.00240 -2.23682 1.97298  0.49
C -6.50424 -2.45465 2.23151  -1.50
N -4.79103 -2.13678 0.59674  -0.58
H -3.82096 -6.14174 3.25144  0.30
H -2.50392 -5.61851 2.20004  0.29
H -3.73701 -6.67091 1.60610  0.28
H -4.13942 -3.69409 3.43889  0.50
H -2.99145 -3.30672 2.29697  0.39
H -4.72027 -1.28981 2.43305  0.24
H -7.07184 -3.09667 1.55791  0.33
H -7.02234 -1.51268 2.05156  0.41
H -6.73246 -2.68760 3.27157  0.36
H -5.12204 -3.02770 0.25500  0.34
H -3.80546 -2.29642 0.44411  0.05

---

Entry 2:
DFT (ωB97M-V/def2-TZVPD) results for 4 unconnected molecules or ions with the total composition C21H52N4O7P2 in a non-equilibrium geometry.

Summary:
gap between HOMO and LUMO = 7.99 eV
HOMO level = -0.2927 Ha
ΔE to the lowest compared entry with this formula, charge and spin = 0.0 kJ/mol
structure (SMILES) = NP(O)[C@]1(P(=O)(O)O)COC(=O)O1.CCN(CC)CC.CCN(CC)CC.CCN(CC)CC
E_LUMO = 0.0010 Ha

Last column: Mulliken charge in e.
Cartesian coordinates (Å):
N 2.40878 -0.56333 -0.34300  -0.62
P 1.75862 0.71719 -1.27431  0.47
O 2.23646 0.38930 -2.84543  -0.50
C -0.16010 0.64487 -1.30454  0.44
P -0.68870 2.40247 -0.98456  1.00
O 0.06793 2.94620 0.14963  -0.69
O -2.27659 2.51132 -0.63768  -0.50
O -0.34147 3.35781 -2.26150  -0.54
C -0.92546 -0.41072 -0.46849  0.02
O -1.74564 -1.07474 -1.45129  -0.32
C -1.30598 -0.78634 -2.71627  0.48
O -1.51086 -1.37014 -3.67813  -0.42
O -0.58438 0.40162 -2.66581  -0.50
H 2.55463 -0.29101 0.62326  0.33
H 1.89471 -1.44053 -0.41548  0.27
H 2.05198 1.19589 -3.35214  0.35
H -2.35989 2.35714 0.32112  0.26
H -0.40975 2.84052 -3.08697  0.38
H -0.35046 -1.15076 0.10794  0.22
H -1.67592 0.11058 0.15492  -0.04
C -1.64310 3.94652 5.00326  -1.36
C -3.05028 3.68306 4.48597  -0.40
N -3.16629 2.46177 3.70587  0.33
C -4.43312 2.35230 2.99773  -0.65
C -5.71458 2.23449 3.82776  -1.23
C -2.70508 1.24426 4.35544  -0.64
C -3.36579 0.84374 5.67851  -1.09
H -0.92194 3.96963 4.18401  0.28
H -1.61091 4.91528 5.50493  0.43
H -1.32372 3.19579 5.72844  0.30
H -3.32643 4.52945 3.85046  0.43
H -3.74351 3.69539 5.33933  0.27
H -4.38146 1.50235 2.30789  0.29
H -4.53016 3.23184 2.35160  0.46
H -5.82893 1.24109 4.25823  0.26
H -6.58220 2.40171 3.18470  0.42
H -5.76063 2.97260 4.62918  0.28
H -1.62887 1.33807 4.52703  0.46
H -2.79251 0.41085 3.65126  0.23
H -3.49432 1.69033 6.35447  0.25
H -2.73716 0.11270 6.19310  0.40
H -4.33475 0.37128 5.52264  0.30
C -4.69211 -5.91718 -0.44557  -1.50
C -3.78901 -5.13268 -1.38757  -0.13
N -2.58480 -5.84798 -1.77302  0.08
C -1.61012 -5.00302 -2.44915  -0.62
C -1.99188 -4.40978 -3.80754  -1.03
C -2.78480 -7.16456 -2.35749  -0.73
C -3.63743 -7.26271 -3.62716  -0.96
H -4.15095 -6.22516 0.45133  0.34
H -5.53011 -5.29134 -0.13247  0.44
H -5.11172 -6.80506 -0.92170  0.31
H -3.49713 -4.21448 -0.86872  0.29
H -4.38229 -4.82178 -2.25979  0.25
H -0.67333 -5.55912 -2.55792  0.32
H -1.36620 -4.17244 -1.77627  0.32
H -1.94924 -5.15474 -4.60139  0.32
H -1.28450 -3.62619 -4.07213  0.42
H -2.98426 -3.95816 -3.80165  0.24
H -3.23291 -7.80986 -1.59604  0.41
H -1.80880 -7.61827 -2.55203  0.33
H -4.54267 -6.65605 -3.57109  0.24
H -3.95227 -8.29895 -3.77540  0.37
H -3.07811 -6.97336 -4.51567  0.28
C 4.36645 3.18493 -1.73029  -1.40
C 5.41276 3.33457 -0.63582  -0.51
N 6.32378 2.20585 -0.54068  0.17
C 7.14186 2.23114 0.66257  -0.69
C 8.14730 3.37597 0.82259  -0.97
C 7.02122 1.84510 -1.76455  -0.65
C 7.89848 2.91125 -2.42998  -0.99
H 3.79253 2.26472 -1.59978  0.19
H 3.66772 4.02308 -1.68953  0.50
H 4.81187 3.18207 -2.72817  0.35
H 4.87764 3.43101 0.31362  0.49
H 5.94561 4.28442 -0.79074  0.22
H 7.67487 1.27902 0.74963  0.36
H 6.46612 2.25339 1.52441  0.39
H 9.02116 3.23989 0.18752  0.22
H 8.50761 3.40348 1.85421  0.40
H 7.70629 4.35053 0.60949  0.27
H 6.27683 1.51287 -2.49406  0.29
H 7.62858 0.95476 -1.57769  0.38
H 7.41617 3.88955 -2.46146  0.25
H 8.10525 2.62015 -3.46309  0.37
H 8.86238 3.01322 -1.93282  0.28

---

Entry 3:
DFT (ωB97M-V/def2-TZVPD) results for a molecular structure, C21H53ClN4O2SbSi3W in a non-equilibrium geometry.

Summary:
gap between HOMO and LUMO (spin up / spin down) = 7.81 / 5.69 eV
HOMO level (spin up / spin down) = -0.5906 / -0.5772 Ha
ΔE to the lowest compared entry with this formula, charge and spin = 0.0 kJ/mol
2S+1 = 3
net charge = +3
E_LUMO (spin up / spin down) = -0.3036 / -0.3682 Ha

Last column: Löwdin spin population.
Cartesian coordinates (Å):
W 1.27546 2.08575 -2.04231  0.86
C 1.29619 2.03522 0.92767  0.01
C 2.42204 1.04519 0.63469  0.01
N 2.74383 0.92837 -0.82227  0.01
C 2.90263 -0.47226 -1.32735  0.00
C 1.61320 -0.94434 -1.96778  0.01
N 1.18302 0.07795 -2.95679  0.01
C -0.22938 -0.05384 -3.39843  0.00
C -1.16007 0.68861 -2.41717  0.00
C -1.65326 2.06989 -2.85129  0.00
N -0.53787 3.06544 -2.87542  0.01
C -0.83248 4.36485 -2.19504  0.00
C -0.37759 4.28541 -0.75335  0.01
N 1.05151 3.86494 -0.74589  0.02
C 1.56779 3.51372 0.60765  0.00
H 1.04643 1.94083 1.98612  0.00
H 0.37780 1.70015 0.40838  0.01
H 2.12280 0.05870 0.99471  0.01
H 3.32210 1.33040 1.18106  0.00
H 3.62574 1.40548 -0.98888  0.00
H 3.20899 -1.14690 -0.52682  0.00
H 3.70137 -0.45752 -2.07022  0.00
H 0.81926 -1.05930 -1.21948  0.02
H 1.75645 -1.91953 -2.43812  0.00
H 1.79352 0.01691 -3.77142  0.00
H -0.50072 -1.10828 -3.47976  0.00
H -0.31698 0.38593 -4.39180  0.00
H -0.65965 0.78523 -1.42663  0.01
H -2.03088 0.06697 -2.20336  0.00
H -2.41535 2.42084 -2.15523  0.00
H -2.12185 2.01245 -3.83416  0.00
H -0.30930 3.27056 -3.84416  0.00
H -1.88951 4.62256 -2.26315  0.00
H -0.27156 5.14078 -2.71834  0.00
H -0.94849 3.53129 -0.20365  0.00
H -0.51697 5.24164 -0.24635  0.00
H 1.60663 4.63761 -1.11052  0.00
H 1.11301 4.16550 1.35485  0.00
H 2.64035 3.70940 0.61419  0.00
Cl 4.62336 0.90540 -4.65623  0.00
C 4.15923 2.63503 -4.71226  0.00
C 3.01647 2.74186 -3.76016  0.03
O 3.17515 2.99238 -2.52103  0.01
O 1.83449 2.41873 -4.10221  0.01
H 3.85697 2.86967 -5.72775  0.00
H 5.00988 3.22633 -4.39050  0.00
C 1.00639 -0.60778 4.41525  0.00
Si 0.74530 -2.21734 3.53885  0.05
C 2.28582 -2.87463 2.73331  0.00
C -0.18755 -3.45600 4.53983  0.03
Sb -0.88703 -1.64545 1.54675  0.65
Si -2.90407 -0.20245 2.39482  0.05
C -2.14209 1.41213 2.91297  0.00
C -3.62466 -1.18217 3.78462  0.03
C -4.04199 0.04035 0.95259  0.00
Si -1.57070 -3.77928 0.15634  0.05
C -2.03304 -5.00128 1.46176  0.03
C -2.96802 -3.26078 -0.93829  0.00
C -0.05998 -4.25792 -0.81315  0.00
H 1.60348 -0.78343 5.31586  0.00
H 0.06484 -0.16114 4.73760  0.00
H 1.55094 0.10996 3.79797  0.00
H 2.74938 -3.62274 3.38258  0.00
H 3.02050 -2.08098 2.58022  0.00
H 2.08522 -3.36118 1.77780  0.00
H 0.43142 -3.72551 5.40215  0.01
H -0.39497 -4.37063 3.98510  0.00
H -1.12835 -3.05547 4.92034  0.00
H -1.28582 1.28054 3.57548  0.00
H -2.88288 2.01067 3.45180  0.00
H -1.82593 1.98798 2.03895  0.00
H -2.94004 -1.24930 4.63192  0.00
H -3.90188 -2.19219 3.47757  0.00
H -4.53397 -0.68081 4.13063  0.01
H -3.53824 0.56170 0.13499  0.00
H -4.89306 0.65280 1.26557  0.00
H -4.44435 -0.89800 0.57185  0.00
H -2.79489 -4.62295 2.14547  0.00
H -1.16398 -5.31643 2.04037  0.00
H -2.44190 -5.88961 0.96935  0.01
H -3.78913 -2.80611 -0.38523  0.00
H -3.36929 -4.14673 -1.44080  0.00
H -2.63366 -2.56670 -1.71237  0.00
H 0.86875 -4.09430 -0.26420  0.00
H -0.01507 -3.71770 -1.76104  0.00
H -0.10928 -5.32509 -1.04960  0.00

---

Entry 4:
DFT (ωB97M-V/def2-TZVPD) results for a molecular structure, C21H53FGaIN3O6 in a non-equilibrium geometry.

Summary:
gap between HOMO and LUMO = 6.44 eV
HOMO level = -0.1657 Ha
net charge = -1
E_LUMO = 0.0708 Ha

Last column: Mulliken charge in e.
Cartesian coordinates (Å):
C 0.41380 2.83073 3.49748  -1.08
C -1.07822 3.08412 3.17300  -0.70
C -2.03179 1.92558 3.55502  -0.50
I -1.70177 0.13613 2.33993  -0.11
Ga -3.96170 2.59262 3.12350  0.64
F -4.25969 2.74328 1.28172  -0.57
H 0.77379 1.87985 3.08606  0.24
H 1.00298 3.63647 3.02252  0.33
H 0.63490 2.87744 4.57216  0.32
H -1.47264 3.97411 3.68442  0.37
H -1.17228 3.24878 2.09053  0.30
H -1.96301 1.65640 4.61855  0.44
H -5.04569 1.55366 3.69344  -0.26
H -4.08400 4.07131 3.74068  -0.27
C -9.81540 7.33520 7.21757  -0.74
O -9.89340 5.93712 7.42227  -0.34
C -10.85680 5.29858 6.58906  -0.80
C -10.17346 4.35615 5.61275  -0.21
N -9.42179 5.10031 4.60841  -0.34
C -8.56126 4.25990 3.77118  -0.92
C -7.38111 3.55949 4.44662  -0.12
O -6.39088 4.45414 4.91942  -0.33
C -6.60195 4.93016 6.23164  -0.64
H -9.12131 7.74075 7.95275  0.24
H -9.43644 7.56708 6.21753  0.32
H -10.79260 7.80701 7.36121  0.34
H -11.48091 6.02585 6.06178  0.41
H -11.50896 4.71365 7.24514  0.38
H -10.93159 3.74640 5.11246  0.38
H -9.52079 3.69087 6.19135  0.21
H -8.84289 5.78517 5.07534  0.12
H -8.15633 4.90598 2.98874  0.42
H -9.18048 3.50974 3.26906  0.39
H -6.89098 2.94616 3.68824  0.13
H -7.69528 2.86788 5.23708  0.22
H -7.10782 4.19439 6.86332  0.30
H -7.16701 5.86813 6.22433  0.19
H -5.62334 5.14337 6.66658  0.29
C 5.23545 -2.33919 -1.49855  -0.72
O 4.50955 -1.72886 -2.55087  -0.36
C 3.42116 -2.52372 -3.01745  -0.76
C 2.09898 -1.83773 -2.71963  -0.28
N 1.82240 -1.83942 -1.28747  -0.32
C 0.68087 -1.00565 -0.90420  -0.72
C 0.82329 0.50532 -1.10012  -0.58
O 1.80143 1.10078 -0.26181  -0.38
C 3.11289 1.11284 -0.78960  -0.61
H 6.09150 -1.70497 -1.26929  0.22
H 4.62095 -2.43148 -0.59798  0.35
H 5.60091 -3.32624 -1.80063  0.29
H 3.44605 -3.53179 -2.59422  0.40
H 3.53342 -2.61545 -4.10271  0.40
H 1.29489 -2.36620 -3.23971  0.39
H 2.15555 -0.81633 -3.11698  0.21
H 2.64115 -1.50627 -0.79673  0.09
H 0.50038 -1.18806 0.15800  0.44
H -0.20947 -1.35380 -1.43658  0.33
H -0.12878 0.95834 -0.81291  0.43
H 0.98719 0.77925 -2.14921  0.31
H 3.11898 1.19412 -1.88001  0.29
H 3.66933 0.22377 -0.47862  0.19
H 3.62904 1.98159 -0.37656  0.30
C 7.93237 -5.65693 -3.22106  -0.82
O 6.77005 -5.20136 -3.89021  -0.35
C 6.94730 -3.94167 -4.53495  -0.54
C 6.83199 -4.10270 -6.04049  -0.30
N 7.97878 -4.83147 -6.57706  -0.33
C 7.82840 -5.21801 -7.97747  -0.68
C 6.74243 -6.24220 -8.31403  -0.47
O 6.98682 -7.53250 -7.77946  -0.43
C 6.48809 -7.74097 -6.46823  -0.55
H 7.67434 -6.57385 -2.69259  0.27
H 8.73567 -5.87906 -3.93107  0.36
H 8.27837 -4.91885 -2.49160  0.34
H 7.89549 -3.47226 -4.25907  0.45
H 6.14038 -3.28925 -4.18881  0.20
H 6.78579 -3.11429 -6.50561  0.37
H 5.89136 -4.62784 -6.24796  0.18
H 8.12027 -5.66785 -6.02678  0.10
H 8.78740 -5.63668 -8.29411  0.37
H 7.66610 -4.31745 -8.57785  0.39
H 6.74279 -6.36728 -9.40061  0.35
H 5.73893 -5.89313 -8.04828  0.33
H 5.57781 -7.16809 -6.27697  0.29
H 7.24522 -7.49924 -5.71825  0.17
H 6.25482 -8.80194 -6.36650  0.30

---

| no. | electronic energy (a.u.) |
| --- | --- |
| 1 | -1351.08893 |
| 2 | -2259.79555 |
| 3 | -2836.67694 |
| 4 | -3769.87521 |